Density functional theory data (ωB97M-V with the def2-TZVPD basis set) for a cluster of 3 separate species, C4H14O2S in total.

```
! RIJCOSX wB97M-V def2-TZVPD def2/J DEFGRID3
* xyz 1 2
O 2.35 2.11 2.10
H -3.22 0.51 1.74
H 1.99 0.00 -0.85
H -2.64 0.24 -0.43
O 2.59 -1.25 -3.09
C 1.23 0.72 -1.18
H -0.30 -1.42 0.53
H 2.11 -1.88 -2.54
H -3.88 -1.14 1.53
C -0.77 -0.51 0.15
H -0.46 0.24 0.86
S -0.21 -0.27 -1.52
H 2.80 2.61 1.41
H 2.39 2.64 2.90
H 3.52 -1.42 -2.87
C -2.32 -0.61 0.18
H -2.60 -1.51 -0.35
C -2.97 -0.53 1.57
H 1.70 1.05 -2.09
H 1.05 1.41 -0.37
H -2.36 -1.00 2.33
*
```

Results
E_HOMO (alpha / beta), eV: -14.7767 / -14.7768
Gap between HOMO and LUMO (alpha / beta), eV: 11.73 / 6.75
⟨S²⟩: 0.753
Calculated total energy, hartree: -709.14099
Energy relative to the best compared isomer or geometry (same formula, charge and spin), kcal per mole: 0.7
Lowest unoccupied orbital energy (alpha / beta), eV: -3.0515 / -8.0271
Largest force on an atom, eV/A: 1.61